No. 1
Entry from OMol25: one molecule with the formula C22H28N4O2S in a non-equilibrium geometry (ωB97M-V with the def2-TZVPD basis set).

Summary:
SMILES: Cc1ccc(S(=O)(=O)NC[C@@H](c2ccccc2)N2CCN(CCC#N)CC2)cc1
Energy relative to the best compared isomer or geometry (same formula, charge and spin), eV: 2.308
Charge: 0
HOMO-LUMO gap, eV: 9.4492
Calculated total energy, Ha: -1622.80165
Multiplicity: 1

The geometry in XYZ format:
```
57
Properties=species:S:1:pos:R:3:forces:R:3
S -1.9888 2.5675 -1.9496 0.3762 -0.1666 -0.4406
O -3.4205 2.5377 -1.9234 -0.0021 -0.2297 0.3285
O -1.3154 3.5345 -2.7641 0.2602 -0.1124 0.2363
N 7.2758 0.0311 -0.6397 0.5520 -0.0725 0.0640
N -1.4723 1.0768 -2.4871 -0.3512 0.9948 -0.0088
N 2.6208 -1.1342 -0.3051 -0.0485 0.0288 -0.0450
N -0.1154 -0.5154 -0.6550 -0.0481 -0.0075 0.0342
C 0.4852 -0.5302 0.6652 0.2419 0.2146 0.1173
C -2.1484 -1.8922 -0.1713 -0.0141 0.1386 0.1014
C 0.5411 -1.5079 -1.4867 0.2449 0.0664 -0.1114
C -0.3901 2.9650 2.3049 -0.0329 -0.0417 -0.0424
C -3.0334 -3.2347 1.6313 -0.0280 -0.0383 0.1009
C 0.1353 3.0984 3.7004 -0.0188 0.0730 0.0162
C -2.2343 2.5895 0.7962 -0.1533 0.0343 0.0241
C -2.7109 -4.2094 -0.5278 0.0008 -0.0920 -0.0674
C -1.5801 -0.5646 -0.6264 -0.0272 0.0520 -0.1508
C 6.1398 0.1126 -0.7427 0.2557 0.0956 -0.0304
C 0.4518 3.1329 1.2098 -0.1066 -0.0339 -0.0343
C -3.1114 -4.3317 0.7910 -0.0211 -0.0417 0.0330
C -0.0377 3.0209 -0.0801 0.1234 0.0722 -0.0247
C -2.2325 -3.0013 -1.0054 -0.0313 0.0466 -0.0112
C -2.5550 -2.0286 1.1521 -0.0032 0.0138 -0.0560
C 4.0588 -1.0985 -0.2841 0.0493 -0.0206 0.0046
C 2.0172 -1.1358 -1.6203 -0.1836 -0.2339 -0.0241
C 1.9622 -0.1637 0.5426 -0.2358 -0.1087 0.1911
C -1.7387 2.6984 2.0837 0.0815 -0.0110 -0.0748
C -1.3753 2.7432 -0.2742 -0.3252 0.0149 -0.5587
C -2.1399 -0.0969 -1.9844 -0.2016 -0.3348 0.3910
C 4.7099 0.1890 -0.8556 -0.8045 -0.1501 0.0281
H -0.3647 2.4040 4.3719 0.0097 -0.0330 0.0781
H -3.4842 -5.2751 1.1608 -0.0327 -0.0768 0.0273
H -2.7707 -5.0594 -1.1915 -0.0083 -0.0710 -0.0531
H -2.0613 -0.8811 -2.7410 -0.0732 0.0581 0.0383
H -1.8700 0.1908 0.1137 0.0392 -0.2046 -0.0990
H 4.3795 -1.2226 0.7545 0.0702 -0.0144 -0.1022
H 0.0844 -1.5138 -2.4766 -0.0337 -0.0697 -0.0662
H 1.4959 3.3568 1.3739 0.1156 0.0144 -0.0024
H -2.4024 2.5793 2.9278 -0.0784 -0.0159 0.0802
H -3.1923 0.1696 -1.8762 -0.0100 -0.2844 -0.0241
H -3.2776 2.3949 0.6011 -0.1430 -0.0297 0.0507
H -0.0171 0.2081 1.2943 -0.0382 0.0004 -0.0023
H 0.4003 -1.5213 1.1409 -0.0002 0.0756 0.0174
H -3.3462 -3.3176 2.6617 -0.0287 -0.0101 0.0841
H -1.9298 -2.9326 -2.0388 0.0417 0.0132 -0.1244
H 1.2065 2.9161 3.7342 0.0664 -0.0120 0.0582
H 4.3623 1.0642 -0.3005 -0.0106 -0.0096 -0.1224
H 2.4269 -0.1826 1.5309 0.0204 0.0411 0.0119
H 2.5263 -1.8756 -2.2421 0.0078 0.0307 -0.0339
H 2.0273 0.8602 0.1355 0.0227 -0.0223 0.0616
H 2.0860 -0.1487 -2.1115 0.0177 -0.0455 -0.0415
H -0.4667 1.0024 -2.4420 0.2452 0.1237 0.0362
H 4.4475 0.3090 -1.9098 -0.0245 0.0887 0.0855
H -2.4989 -1.1752 1.8138 0.0118 0.1089 0.0566
H 0.5949 3.1658 -0.9417 0.1743 0.0358 -0.0604
H 4.4227 -1.9581 -0.8543 0.0731 0.0656 0.0806
H 0.4715 -2.5178 -1.0508 -0.0129 0.0523 -0.1136
H -0.0479 4.1083 4.0680 0.0298 0.0402 0.0891
```
Positions in Å, forces in eV/Å.

These are the Löwdin partial charges, in e, on atoms 1 to 5: 0.645 -0.284 -0.285 0.149 -0.113

***

No. 2
Entry from OMol25: C42H34BrClMoN3O2P as an isolated structure in a non-equilibrium geometry (ωB97M-V with the def2-TZVPD basis set).

Summary:
Energy relative to the best compared isomer or geometry (same formula, charge and spin), eV: 0.358
Charge: +2
HOMO-LUMO gap (spin up / spin down), eV: 6.4419 / 6.4542
Calculated total energy, Ha: -5378.94882
Multiplicity: 1

The geometry in XYZ format:
```
85
Properties=species:S:1:pos:R:3:forces:R:3
Mo 0.0224 -0.2502 -0.1445 -0.4466 0.8318 2.9645
Br 0.0341 2.4042 2.3633 0.1583 0.1508 0.4352
Cl 0.8306 6.2848 -3.3385 0.0581 0.0935 -0.0657
P -2.1760 -0.9046 -1.1166 -0.8882 -0.3995 0.0188
O -0.3269 1.4517 -0.3795 -0.7339 -0.2414 0.2659
O 4.5078 0.9995 4.3760 0.2353 0.0926 0.3737
N 1.6695 0.2215 -1.5655 -1.2380 2.0132 -0.8787
N 0.9937 -2.0170 -0.4398 1.0706 -2.2585 -0.2023
N 1.6970 0.3702 1.3829 -0.2402 -0.3330 0.0441
C 3.7359 -0.7871 -2.5054 -0.7844 0.1812 0.3755
C 1.5492 1.2777 2.3608 -0.0877 0.0929 0.1736
C -1.6469 0.8763 -3.5785 0.0625 0.0163 -0.0720
C -3.7697 1.3098 -0.4521 0.1082 -0.2302 -0.0613
C -0.8722 -3.3973 -2.7792 0.0637 0.0852 0.0085
C -4.2352 -2.3396 0.2515 -0.0208 0.0262 -0.0171
C -3.0677 2.7390 -2.7161 -0.1386 -0.0908 0.0366
C -0.0624 2.5533 -0.9859 1.5175 2.9844 -2.3676
C 4.0668 -3.1559 -2.1876 0.0422 0.2922 -0.0569
C -4.7404 -2.9618 1.3821 -0.0091 0.0129 -0.0269
C -2.8758 -1.8605 -2.5132 0.2116 0.0872 0.0403
C 2.5267 -0.8280 -1.8250 1.0902 -1.2550 -0.3443
C -2.9084 0.7449 -1.3904 0.0294 0.1613 0.1292
C 1.2833 -4.3740 -0.0571 0.4594 -0.2512 -0.2684
C -2.3142 -1.6017 1.5255 -0.3743 -0.1674 -0.1631
C 2.4078 -4.4268 -0.8464 -0.4700 0.2482 0.2929
C 1.0060 2.5365 -1.9463 -1.5312 0.9216 0.8240
C -3.9545 3.2818 -1.8031 -0.0003 -0.0401 0.0170
C 4.4919 -1.9490 -2.6808 0.0380 -0.4141 -0.0077
C 2.1120 -2.0583 -1.2384 0.4915 0.2404 -0.4789
C 1.7833 1.3811 -2.1825 0.5991 -1.5889 0.1649
C -1.1245 -0.7073 1.6318 -0.1670 -0.5928 -0.2284
C -2.8206 -2.2612 2.6397 0.0280 0.0122 -0.0901
C 0.6223 -3.1629 0.1377 -0.2827 0.4671 0.1199
C 1.2587 3.7196 -2.6683 -0.0338 -0.1874 0.1340
C 2.8377 -0.3393 1.4397 0.3655 -0.0938 0.1401
C -2.5390 1.4687 -2.5332 -0.1368 -0.1010 0.0554
C 3.6399 0.7516 3.4183 -0.5863 -0.2221 -0.8507
C -4.1775 -1.5001 -2.8756 0.1052 0.0298 -0.1023
C -0.4951 4.8744 -1.4628 0.5050 0.0795 -0.4293
C -2.2587 -2.9527 -3.1243 -0.0757 0.0896 -0.0143
C -4.2976 2.5712 -0.6654 -0.0622 0.1138 0.0257
C -4.2571 -3.3045 -4.4384 -0.0297 -0.0101 -0.0119
C -0.7857 3.7396 -0.7562 0.2140 -1.0944 0.3611
C 2.8736 -3.2356 -1.4386 -0.2725 0.4093 0.0474
C -4.0240 -2.9399 2.5689 -0.0113 0.0331 -0.0853
C 3.8161 -0.1909 2.3944 0.0196 0.1271 0.1262
C -4.8648 -2.2145 -3.8366 -0.0044 -0.0320 0.0349
C -2.9715 -3.6624 -4.0848 0.0077 -0.0021 0.0509
C 2.4491 1.4860 3.3824 0.2116 0.0172 0.1161
C 0.5211 4.8609 -2.4370 -0.1817 -0.1982 0.2608
C -3.0185 -1.6673 0.3121 0.4053 -0.0234 0.2529
H -2.2823 -2.2158 3.5753 0.0665 0.0141 0.1018
H 2.9935 -1.0772 0.6668 -0.0250 0.0510 0.0663
H -0.4242 -3.9198 -3.6222 0.0650 -0.0125 0.0056
H -0.6081 -0.9156 2.5808 0.2643 0.1208 -0.3508
H -2.7819 3.3073 -3.5874 0.0162 0.0602 -0.1801
H -1.5779 0.2921 1.7708 0.4409 0.0853 -0.2302
H 4.1181 0.1427 -2.8945 0.0369 0.1081 -0.0510
H 2.5336 1.4775 -2.9646 0.1165 0.0243 0.1099
H -5.8701 -1.9332 -4.1061 -0.1036 0.0639 -0.0335
H -5.6896 -3.4702 1.3368 -0.1109 -0.0744 -0.0409
H -4.7922 -2.3753 -0.6723 -0.0286 -0.0971 -0.0407
H 2.2487 2.2206 4.1460 0.0036 0.0853 0.0063
H -4.0558 0.7479 0.4276 0.0009 -0.0298 0.0596
H -0.2533 -3.1197 0.7799 0.0384 0.0012 -0.0666
H -0.8998 -4.0916 -1.9367 0.0714 0.0213 0.0401
H 5.3147 0.4670 4.3183 -0.1610 0.0139 -0.0656
H -0.8206 0.3088 -3.1312 -0.0113 0.0126 -0.1517
H -4.6503 -0.6500 -2.4056 -0.0740 0.0556 -0.0057
H 2.0451 3.7238 -3.4067 0.0916 0.0710 -0.1166
H -1.0368 5.7906 -1.2857 -0.0955 0.0464 0.0041
H -4.7855 -3.8753 -5.1838 -0.0819 -0.0768 -0.1184
H 5.4242 -1.8813 -3.2190 0.0843 -0.0393 -0.0506
H -0.2460 -2.5390 -2.5230 -0.0019 -0.1492 -0.0495
H -2.5056 -4.5180 -4.5514 0.0535 -0.0552 -0.0923
H -1.2425 1.6566 -4.2190 0.1104 0.0084 -0.0351
H 2.9429 -5.3479 -1.0137 0.0426 -0.1550 0.0351
H 4.7079 -0.7977 2.3440 0.0520 -0.0721 -0.0221
H -2.2228 0.1935 -4.2051 0.1117 -0.0781 -0.0513
H -4.9820 2.9972 0.0504 -0.1070 0.0251 0.1009
H -4.4110 -3.4317 3.4464 -0.0728 -0.0980 0.0973
H -1.5816 3.7159 -0.0251 -0.0479 0.0469 -0.0103
H 0.8959 -5.2583 0.4196 -0.0538 -0.0934 0.0999
H 4.6527 -4.0483 -2.3365 0.0722 -0.1265 -0.0271
H -4.3765 4.2575 -1.9804 -0.0533 0.1588 -0.0036
```
Positions in Å, forces in eV/Å.

These are the Löwdin partial charges, in e, on atoms 1 to 5: 1.539 0.957 0.755 1.066 -0.335

***

No. 3
Entry from OMol25: one molecule with the formula C12H10 in a non-equilibrium geometry (ωB97M-V with the def2-TZVPD basis set).

Summary:
SMILES: c1ccc(-c2ccccc2)cc1
Energy relative to the best compared isomer or geometry (same formula, charge and spin), eV: 2.618
Charge: 0
HOMO-LUMO gap, eV: 10.0540
Calculated total energy, Ha: -463.15316
Multiplicity: 1

The geometry in XYZ format:
```
22
Properties=species:S:1:pos:R:3:forces:R:3
C -2.8471 1.0314 0.4857 1.3665 2.6843 1.7259
C 1.5068 -1.0337 0.4800 0.1198 -2.5529 1.2765
C -2.7992 -1.1398 -0.5008 0.1030 1.0809 1.1272
C 3.5828 0.0104 -0.0079 -10.6709 -1.0063 0.4903
C 0.7488 -0.0100 -0.0710 -0.2670 0.9309 0.9656
C 2.9442 1.0663 -0.4869 -6.8040 -2.1651 1.2092
C -0.7781 0.0243 -0.0432 4.6201 0.4519 0.8395
C -3.4933 -0.0629 0.0241 -2.3483 0.5396 -0.6241
C 1.4692 1.0707 -0.4621 0.4759 1.9182 -1.9202
C 2.9092 -1.0983 0.5461 -0.7945 -0.2257 -1.8231
C -1.3586 -1.0862 -0.4443 -4.9822 -3.6307 -2.2843
C -1.4584 1.0743 0.4807 -1.2588 1.1810 -0.0022
H 0.8123 1.9505 -0.9083 1.9556 -1.5330 0.9381
H -0.9331 1.9558 0.7980 0.1443 0.1757 0.2621
H 3.5602 -2.0396 0.6603 -1.5641 1.4964 0.6264
H 3.1625 1.9584 -0.7856 3.0609 4.8620 -1.8866
H -3.5468 -1.8563 -0.8037 1.0562 -1.0895 -0.5941
H -0.8755 -1.9296 -0.9142 0.5890 0.0731 0.2572
H -3.3549 1.9210 0.9503 0.2132 -1.1203 -0.7289
H 4.4526 -0.0986 0.0682 13.2656 -0.7507 0.4952
H 0.9117 -1.8278 0.9460 0.3619 -0.1168 -0.2894
H -4.6151 0.1196 -0.0116 1.3580 -1.2029 -0.0604
```
Positions in Å, forces in eV/Å.

These are the Löwdin partial charges, in e, on atoms 1 to 5: -0.104 -0.049 -0.039 -0.098 -0.204